Molecular formula: C21H56AsCaClF6O25S7
Method: DFT, the ωB97M-V functional and the def2-TZVPD basis

**Strongest force on any atom**: 2.16 eV Å⁻¹
**E_HOMO**: -9.4 eV
**Lowest unoccupied orbital energy**: 0.04 eV
**Orbital gap**: 0.34654 Ha
**Energy above the lowest of the compared OMol25 structures with the same formula, charge and spin**: 0.000 eV
**Charge**: 0

XYZ file:
```
118
C21H56AsCaClF6O25S7 the ωB97M-V functional and the def2-TZVPD basis
Ca 0.17430 0.21015 -0.53017
Cl -3.62186 2.11468 -1.24959
O -4.75942 1.49135 -0.65790
O -2.43976 1.38422 -0.85503
O -3.71477 2.10525 -2.68195
O -3.50312 3.47924 -0.80610
As 3.68508 1.82289 -1.87037
F 3.57751 0.74735 -3.22544
F 4.53825 0.58314 -0.94244
F 3.64144 2.84928 -0.45860
F 2.78145 3.03775 -2.74856
F 2.16724 1.09231 -1.30066
F 5.21284 2.48814 -2.37302
O -0.02869 2.68456 -4.38445
S -0.15924 1.29075 -4.11829
O 0.03859 0.74823 -2.79357
O -1.65104 0.78925 -4.56934
C -2.17510 1.31763 -5.78793
C -3.58125 0.80820 -6.05169
C 0.83551 0.41791 -5.35903
H -1.56422 1.01243 -6.64118
H -2.19467 2.40469 -5.69654
H -4.30653 1.04055 -5.27784
H -3.58490 -0.26735 -6.25704
H -3.82382 1.19933 -7.04291
H 0.65386 0.99853 -6.25759
H 0.49710 -0.61240 -5.38872
H 1.87600 0.50956 -5.05310
O 0.15894 2.57641 -0.18605
S -0.00151 3.93415 0.26752
O -0.90640 4.31181 1.32856
O 1.51072 4.41124 0.64996
C 1.67547 5.58559 1.45181
C 3.07857 5.53556 2.03394
C -0.28090 4.98525 -1.17672
H 0.89215 5.70675 2.19982
H 1.61875 6.46731 0.80404
H 3.06390 5.04278 3.01130
H 3.40527 6.54318 2.30591
H 3.84544 5.08845 1.40832
H -1.28296 4.69475 -1.49599
H 0.48260 4.76261 -1.91613
H -0.24613 5.98480 -0.75185
O 1.70603 -1.38680 -1.56000
S 2.13739 -2.41898 -2.46304
O 2.00530 -2.25217 -3.87394
O 3.71311 -2.73384 -2.16098
C 4.18300 -2.54380 -0.83280
C 5.60862 -3.10373 -0.84568
C 1.49383 -4.03109 -1.98527
H 3.59290 -3.13915 -0.13240
H 4.24541 -1.48720 -0.57211
H 6.22426 -2.87681 0.02679
H 6.19505 -2.83816 -1.72396
H 5.56599 -4.19826 -0.83779
H 1.97610 -4.35403 -1.06544
H 1.64074 -4.69999 -2.82682
H 0.43573 -3.93089 -1.74819
O 1.55035 -3.78638 1.46596
S 0.28269 -3.12672 1.31623
O 0.22027 -1.84832 0.66005
O -0.69632 -4.10310 0.49998
C -0.86892 -5.46258 0.93923
C -1.79367 -6.14983 -0.03852
C -0.53731 -2.99975 2.87522
H -1.23252 -5.50869 1.96499
H 0.08860 -5.98160 0.86546
H -1.40364 -6.01271 -1.04777
H -2.81396 -5.76630 -0.04191
H -1.84791 -7.21367 0.19142
H -0.58122 -3.94320 3.41270
H -1.50174 -2.50108 2.81363
H 0.16244 -2.37490 3.44183
O 2.34774 -1.17193 2.96900
S 2.35270 0.17935 2.49852
O 1.71193 0.47938 1.23948
O 1.76318 1.13745 3.65861
C 1.27157 2.41189 3.22814
C 1.07250 3.25949 4.48510
C 4.05891 0.77908 2.36861
H 0.31341 2.32067 2.71845
H 2.01101 2.90595 2.60049
H 0.24832 2.98007 5.13575
H 0.93295 4.30636 4.20906
H 2.04109 3.23800 4.99168
H 4.73980 -0.06112 2.26708
H 4.32510 1.36645 3.24375
H 4.07983 1.39246 1.46843
O -1.09711 0.44815 1.54977
S -2.05022 0.39496 2.62667
O -2.96202 -0.73416 2.69611
O -1.18344 0.41820 3.97391
C -1.80455 -0.00027 5.19231
C -0.65336 -0.22882 6.17173
C -2.97115 1.96214 2.70988
H -2.34815 -0.94586 5.15375
H -2.52494 0.73570 5.55842
H -1.07172 -0.33417 7.17172
H 0.05338 0.60144 6.16461
H -0.09003 -1.09249 5.82039
H -2.20429 2.72947 2.60925
H -3.48732 2.02591 3.66412
H -3.66509 2.00734 1.87215
O -1.33751 -1.41888 -1.75320
S -2.25494 -2.36594 -2.32936
O -1.81368 -3.43055 -3.19988
O -3.07777 -3.05253 -1.11268
C -3.55660 -2.20771 -0.06284
C -3.95829 -3.09355 1.11560
C -3.61479 -1.47732 -3.13604
H -4.39793 -1.58430 -0.36754
H -2.74663 -1.56587 0.29122
H -3.08235 -3.55817 1.56637
H -4.54682 -3.94125 0.75579
H -4.54021 -2.46466 1.78428
H -3.33863 -1.04581 -4.09233
H -3.91741 -0.65010 -2.49409
H -4.36179 -2.25899 -3.25447
```